[1]
The following is a quantum chemistry calculation of C3H5FOS in the gas phase in a non-equilibrium geometry, from the Open Molecules 2025 dataset.

ORCA input file:
```
! RIJCOSX wB97M-V def2-TZVPD def2/J DEFGRID3
* xyz 0 1
C -0.347 -1.414 -1.060
C -0.918 -0.513 -0.273
C 0.810 0.850 1.197
O 0.036 1.697 -1.527
F -1.668 -0.731 0.809
S -0.662 1.315 -0.284
H 0.059 -1.201 -2.070
H -0.132 -2.428 -0.844
H 1.405 0.256 0.632
H 0.209 0.408 2.098
H 1.209 1.761 1.322
*
```

Values from the calculation:
Highest occupied orbital energy: -9.2 eV
E: -690.482567 a.u.
Molar mass: 108.14 g/mol
LUMO energy: 0.58 eV

From a Mulliken analysis of the wavefunction, the atomic charges in e read: C -0.618; C 0.391; C -0.938; O -0.550; F -0.245; S 0.393; H 0.268; H 0.291; H 0.358; H 0.299; H 0.349



[2]
The following is a quantum chemistry calculation of a molecular structure, C4H8N2, from the Open Molecules 2025 dataset.

ORCA input file:
```
! RIJCOSX wB97M-V def2-TZVPD def2/J DEFGRID3
* xyz 0 1
C -1.777 0.267 0.123
C -0.590 -0.612 -0.246
C 0.764 0.077 -0.191
N 1.901 -0.718 -0.255
C 0.892 1.451 -0.797
N 0.867 1.691 0.461
H -1.842 1.139 -0.534
H -1.700 0.634 1.152
H -2.705 -0.305 0.035
H -0.560 -1.506 0.389
H -0.695 -0.973 -1.278
H 0.715 0.664 1.070
H 2.723 -0.259 -0.625
H 2.110 -1.298 0.546
*
```

Values from the calculation:
Highest occupied orbital energy: -8.8 eV
E: -266.572794 a.u.
Molar mass: 84.12 g/mol
LUMO energy: 0.89 eV

From a Mulliken analysis of the wavefunction, the atomic charges in e read: C -1.231; C -0.482; C 0.755; N -0.512; C -0.640; N -0.236; H 0.325; H 0.328; H 0.374; H 0.330; H 0.303; H 0.201; H 0.258; H 0.226